Entry A
Formula: C3H7NO
Source: the Open Molecules 2025 dataset
Level of theory: the ωB97M-V functional and the def2-TZVPD basis

```
! RIJCOSX wB97M-V def2-TZVPD def2/J DEFGRID3
* xyz 0 1
C 3.429 -1.307 1.070
N 2.300 -0.811 0.728
H 4.198 -1.463 0.307
H 3.570 -1.506 2.128
H 2.185 -1.026 -0.267
C -1.411 1.045 -0.420
C -2.467 0.421 -0.967
O -3.722 0.954 -0.947
H -0.685 0.716 0.320
H -1.345 2.137 -0.503
H -2.313 -0.597 -1.341
H -3.737 1.439 -0.107
*
```

Values from the calculation:
LUMO: 1.027 eV
Structure (SMILES): C=CO.C=N
Kohn-Sham gap: 9.6 eV

=====

Entry B
Formula: C3H7NO
Source: the Open Molecules 2025 dataset
Level of theory: the ωB97M-V functional and the def2-TZVPD basis

```
! RIJCOSX wB97M-V def2-TZVPD def2/J DEFGRID3
* xyz 0 1
C -1.147 -1.417 0.551
C 0.119 -0.998 -0.232
C 0.326 0.489 -0.280
N 0.614 1.121 0.899
O 0.210 1.086 -1.330
H -1.342 -2.473 0.421
H -1.004 -1.055 1.568
H -1.997 -0.856 0.161
H 0.113 -1.403 -1.243
H 0.963 -1.553 0.204
H 0.942 0.689 1.760
H 0.851 2.096 0.732
*
```

Values from the calculation:
LUMO: 0.881 eV
Structure (SMILES): CCC(N)=O
Kohn-Sham gap: 10.7 eV

=====

Stability ranking, top and bottom: entry B is the most stable and entry A is the least stable.

=====

Entry A
Formula: C3H7NO
Source: the Open Molecules 2025 dataset
Level of theory: the ωB97M-V functional and the def2-TZVPD basis

```
! RIJCOSX wB97M-V def2-TZVPD def2/J DEFGRID3
* xyz 0 1
C -0.354 1.418 0.723
C -0.506 -1.722 0.046
N 0.417 -1.384 -0.754
C 1.059 0.890 0.804
O 1.506 0.329 1.777
H -0.990 0.906 1.451
H -0.761 1.301 -0.285
H -0.345 2.488 0.963
H -1.463 -2.164 -0.253
H -0.359 -1.547 1.115
H 0.161 -1.600 -1.718
H 1.691 1.071 -0.088
*
```

Values from the calculation:
LUMO: 1.025 eV
Structure (SMILES): CC=O.C=N
Kohn-Sham gap: 10.6 eV

=====

Entry B
Formula: C3H7NO
Source: the Open Molecules 2025 dataset
Level of theory: the ωB97M-V functional and the def2-TZVPD basis

```
! RIJCOSX wB97M-V def2-TZVPD def2/J DEFGRID3
* xyz 0 1
C -1.998 -0.313 -0.304
N -0.648 -0.004 0.152
C 0.384 -0.173 -0.625
O 0.798 -0.512 -1.681
C 1.756 0.402 0.606
H -2.015 -1.211 -0.931
H -2.427 0.522 -0.870
H -2.621 -0.490 0.576
H 0.437 0.342 0.855
H 2.141 1.275 0.079
H 2.399 -0.467 0.457
H 1.793 0.628 1.688
*
```

Values from the calculation:
LUMO: 0.914 eV
Kohn-Sham gap: 10.8 eV

=====

Stability ranking, top and bottom: entry A is the most stable and entry B is the least stable.

=====

Entry A
Formula: C3H7NO
Source: the Open Molecules 2025 dataset
Level of theory: the ωB97M-V functional and the def2-TZVPD basis

```
! RIJCOSX wB97M-V def2-TZVPD def2/J DEFGRID3
* xyz 0 1
C -1.320 1.468 0.464
O -0.108 0.880 0.003
C 0.141 -0.402 0.328
C 1.469 -0.836 -0.236
N -0.661 -1.106 1.015
H -2.195 0.921 0.099
H -1.355 1.501 1.558
H -1.313 2.483 0.060
H 1.455 -0.739 -1.324
H 1.696 -1.874 0.023
H 2.262 -0.194 0.156
H -0.233 -2.024 1.117
*
```

Values from the calculation:
LUMO: 1.020 eV
Structure (SMILES): [H]/N=C(\C)OC
Kohn-Sham gap: 11.1 eV

=====

Entry B
Formula: C3H7NO
Source: the Open Molecules 2025 dataset
Level of theory: the ωB97M-V functional and the def2-TZVPD basis

```
! RIJCOSX wB97M-V def2-TZVPD def2/J DEFGRID3
* xyz 0 1
O 0.159 1.470 1.057
C -0.768 1.067 0.085
C -0.517 -0.384 -0.352
C 0.879 -0.627 -0.628
N 0.202 -1.093 0.691
H 0.281 0.678 1.615
H -0.612 1.700 -0.798
H -1.802 1.207 0.429
H -1.286 -0.833 -0.982
H 1.619 0.135 -0.468
H 1.080 -1.424 -1.354
H 0.813 -1.873 0.520
*
```

Values from the calculation:
LUMO: 1.055 eV
Structure (SMILES): OC[C@H]1CN1
Kohn-Sham gap: 10.9 eV

=====

Entry C
Formula: C3H7NO
Source: the Open Molecules 2025 dataset
Level of theory: the ωB97M-V functional and the def2-TZVPD basis

```
! RIJCOSX wB97M-V def2-TZVPD def2/J DEFGRID3
* xyz 0 1
C 4.935 -1.894 0.241
C 3.860 -2.440 0.772
H 5.587 -2.461 -0.420
H 5.373 -0.913 0.390
H 3.600 -3.462 0.524
H 3.130 -1.931 1.389
C -4.454 1.626 -0.096
N -4.380 2.772 -0.827
O -4.079 0.569 -0.543
H -4.752 1.761 0.944
H -3.975 2.723 -1.735
H -4.846 3.650 -0.638
*
```

Values from the calculation:
LUMO: 0.998 eV
Structure (SMILES): NC=O.C=C
Kohn-Sham gap: 11.2 eV

=====

Stability ranking, top and bottom: entry A is the most stable and entry B is the least stable.

=====

Entry A
Formula: C3H7NO
Source: the Open Molecules 2025 dataset
Level of theory: the ωB97M-V functional and the def2-TZVPD basis

```
! RIJCOSX wB97M-V def2-TZVPD def2/J DEFGRID3
* xyz 0 1
C -1.901 0.300 0.020
N -0.703 -0.615 0.490
C 0.470 -0.485 -0.375
O 0.552 -1.163 -1.369
C 1.479 0.544 0.068
H -1.045 -1.574 0.449
H -1.388 1.213 -0.330
H -2.216 -0.219 -0.899
H -0.495 -0.382 1.460
H 1.486 1.393 -0.621
H 2.465 0.072 0.028
H 1.295 0.916 1.079
*
```

Values from the calculation:
LUMO: 0.480 eV
Kohn-Sham gap: 7.6 eV

=====

Entry B
Formula: C3H7NO
Source: the Open Molecules 2025 dataset
Level of theory: the ωB97M-V functional and the def2-TZVPD basis

```
! RIJCOSX wB97M-V def2-TZVPD def2/J DEFGRID3
* xyz 0 1
C -1.395 -1.267 -0.096
C 1.077 0.829 0.439
N 0.479 1.978 0.224
C 1.211 -0.330 -0.179
O -0.528 -0.450 -0.807
H -0.203 2.005 -0.530
H 0.692 2.781 0.802
H -0.889 -1.804 0.733
H -2.242 -0.711 0.339
H -1.837 -2.032 -0.755
H 1.331 -1.320 0.241
H 2.304 0.320 -0.411
*
```

Values from the calculation:
LUMO (spin up / spin down): 0.692 / 0.692 eV
Kohn-Sham gap (spin up / spin down): 8.6 / 8.6 eV

=====

Entry C
Formula: C3H7NO
Source: the Open Molecules 2025 dataset
Level of theory: the ωB97M-V functional and the def2-TZVPD basis

```
! RIJCOSX wB97M-V def2-TZVPD def2/J DEFGRID3
* xyz 0 1
C -1.342 0.224 -0.172
C -0.257 -0.453 0.699
C 1.006 0.240 0.253
O 1.410 1.237 0.821
N 1.549 -0.189 -0.927
H -1.603 -0.414 -1.022
H -2.237 0.457 0.404
H -0.968 1.167 -0.589
H -0.276 -1.541 0.569
H -0.357 -0.254 1.769
H 1.104 -0.929 -1.443
H 2.034 0.518 -1.459
*
```

Values from the calculation:
LUMO: 0.902 eV
Structure (SMILES): CCC(N)=O
Kohn-Sham gap: 10.6 eV

=====

Entry D
Formula: C3H7NO
Source: the Open Molecules 2025 dataset
Level of theory: the ωB97M-V functional and the def2-TZVPD basis

```
! RIJCOSX wB97M-V def2-TZVPD def2/J DEFGRID3
* xyz 0 1
C 1.261 -1.047 -0.844
C 1.651 0.151 -0.428
N -1.041 1.334 0.241
C -1.733 0.390 0.720
O -1.239 -0.818 0.997
H 1.677 -1.969 -0.450
H 0.497 -1.149 -1.609
H -0.288 -0.838 0.757
H 1.187 1.050 -0.813
H 2.412 0.291 0.333
H -1.591 2.179 0.116
H -2.793 0.424 0.981
*
```

Values from the calculation:
LUMO: 1.086 eV
Structure (SMILES): [H]/N=C/O.C=C
Kohn-Sham gap: 11.0 eV

=====

Stability ranking, top and bottom: entry C is the most stable and entry B is the least stable.

=====

Entry A
Formula: C3H7NO
Source: the Open Molecules 2025 dataset
Level of theory: the ωB97M-V functional and the def2-TZVPD basis

```
! RIJCOSX wB97M-V def2-TZVPD def2/J DEFGRID3
* xyz 0 1
C -1.012 -0.306 0.128
C 0.165 -1.219 0.191
C 1.407 -0.883 0.566
H 0.707 1.794 -0.814
H -0.720 2.571 -0.913
H -1.721 -0.512 0.936
H -1.576 -0.460 -0.831
H -0.024 -2.210 -0.236
H 2.186 -1.607 0.624
H 1.620 0.121 0.934
N -0.304 1.659 -0.908
O -0.726 1.054 0.324
*
```

Values from the calculation:
LUMO: 1.121 eV
Structure (SMILES): C=CCON
Kohn-Sham gap: 10.8 eV

=====

Entry B
Formula: C3H7NO
Source: the Open Molecules 2025 dataset
Level of theory: the ωB97M-V functional and the def2-TZVPD basis

```
! RIJCOSX wB97M-V def2-TZVPD def2/J DEFGRID3
* xyz 0 1
C 0.913 -0.691 0.843
C -0.568 -0.488 -1.060
C -0.051 1.392 0.327
H 1.767 0.155 1.247
H -0.106 -1.155 1.554
H 1.115 -1.633 0.370
H -0.286 -1.149 -1.473
H -1.296 -0.850 -0.504
H -0.972 0.360 -1.768
H -0.582 1.450 1.082
N 0.380 0.137 -0.266
O -0.312 2.471 -0.352
*
```

Values from the calculation:
LUMO: 0.361 eV
Structure (SMILES): CN(C)C=O
Kohn-Sham gap: 9.8 eV

=====

Stability ranking, top and bottom: entry A is the most stable and entry B is the least stable.

=====

Entry A
Formula: C3H7NO
Source: the Open Molecules 2025 dataset
Level of theory: the ωB97M-V functional and the def2-TZVPD basis

```
! RIJCOSX wB97M-V def2-TZVPD def2/J DEFGRID3
* xyz 0 1
C 1.063 -0.510 -1.178
C 0.587 -0.228 0.246
C -0.904 0.005 0.350
O -1.655 -0.860 -0.068
N -1.353 1.089 1.043
H 2.095 -0.877 -1.180
H 0.420 -1.276 -1.616
H 1.025 0.381 -1.814
H 1.217 0.538 0.727
H 0.583 -1.168 0.804
H -0.743 1.799 1.406
H -2.335 1.106 1.279
*
```

Values from the calculation:
LUMO: 0.895 eV
Structure (SMILES): CCC(N)=O
Kohn-Sham gap: 10.7 eV

=====

Entry B
Formula: C3H7NO
Source: the Open Molecules 2025 dataset
Level of theory: the ωB97M-V functional and the def2-TZVPD basis

```
! RIJCOSX wB97M-V def2-TZVPD def2/J DEFGRID3
* xyz 0 1
C 0.070 0.295 -0.094
C 2.352 0.407 0.065
C -2.350 0.100 0.160
N 1.090 0.958 -0.030
O -1.373 0.908 -0.316
H -0.054 -0.784 -0.319
H 2.805 0.890 0.873
H 2.869 0.536 -0.828
H 2.337 -0.552 0.353
H -3.263 0.736 0.010
H -2.492 -0.266 1.117
H -2.595 -0.618 -0.622
*
```

Values from the calculation:
LUMO: 1.062 eV
Structure (SMILES): C/N=C/OC
Kohn-Sham gap: 10.9 eV

=====

Entry C
Formula: C3H7NO
Source: the Open Molecules 2025 dataset
Level of theory: the ωB97M-V functional and the def2-TZVPD basis

```
! RIJCOSX wB97M-V def2-TZVPD def2/J DEFGRID3
* xyz 0 1
C -0.902 -1.249 -0.575
C -0.586 -0.060 0.413
C 0.993 0.480 0.427
N 0.835 1.799 0.678
O 1.954 -0.141 0.002
H -1.695 -1.953 -0.359
H -0.959 -0.909 -1.619
H 0.033 -2.205 -0.733
H -0.918 -0.307 1.428
H -1.129 0.784 -0.013
H 1.630 2.384 0.872
H 0.743 1.377 -0.520
*
```

Values from the calculation:
LUMO: 0.542 eV
Kohn-Sham gap: 10.5 eV

=====

Stability ranking, top and bottom: entry A is the most stable and entry C is the least stable.

=====

Entry A
Formula: C3H13O5
Source: the Open Molecules 2025 dataset
Level of theory: the ωB97M-V functional and the def2-TZVPD basis

```
! RIJCOSX wB97M-V def2-TZVPD def2/J DEFGRID3
* xyz -1 1
C -0.952 -0.235 -1.006
C -0.764 1.305 -0.899
O -0.325 1.683 0.380
C 0.214 -1.050 -0.414
O 1.269 -0.246 0.072
H -1.014 -0.522 -2.055
H -1.884 -0.477 -0.485
H 0.022 1.543 -1.628
H -1.721 1.777 -1.101
H 0.355 0.958 0.581
H -0.043 -1.833 0.319
H 0.628 -1.694 -1.211
H 3.485 0.614 -1.517
H 2.278 1.316 -0.877
O 3.120 1.482 -1.334
H -4.065 0.315 4.062
H -4.283 0.509 2.661
O -4.814 0.317 3.449
H 3.531 -2.031 0.695
H 2.218 -1.423 0.084
O 2.744 -2.309 0.222
*
```

Values from the calculation:
LUMO: 3.173 eV
Kohn-Sham gap: 7.6 eV

=====

Entry B
Formula: C3H13O5
Source: the Open Molecules 2025 dataset
Level of theory: the ωB97M-V functional and the def2-TZVPD basis

```
! RIJCOSX wB97M-V def2-TZVPD def2/J DEFGRID3
* xyz -1 1
C -0.349 0.204 -0.555
O -0.174 1.625 -0.235
C -1.680 -0.434 -0.261
C -2.119 -1.516 -1.150
O -0.019 -2.986 -0.512
H -0.029 -0.165 -1.640
H 0.254 -0.317 0.178
H -2.435 0.451 -0.430
H -1.588 -0.559 0.789
H -3.098 -1.908 -0.760
H -2.081 -1.473 -2.267
H -0.787 -2.334 -0.840
H -0.064 0.622 3.364
H 1.032 0.543 1.522
O -0.412 0.558 2.447
H 2.044 0.883 0.196
H 0.180 -3.001 0.385
O 1.947 0.354 1.027
H 0.812 1.757 -0.283
H 2.010 2.981 -1.191
O 2.239 2.073 -1.129
*
```

Values from the calculation:
LUMO: -0.909 eV
Kohn-Sham gap: 3.2 eV

=====

Stability ranking, top and bottom: entry A is the most stable and entry B is the least stable.

=====

Entry A
Formula: C2HCl2O2P
Source: the Open Molecules 2025 dataset
Level of theory: the ωB97M-V functional and the def2-TZVPD basis

```
! RIJCOSX wB97M-V def2-TZVPD def2/J DEFGRID3
* xyz 0 1
C 0.424 1.021 -1.208
C 0.561 0.224 -0.061
O 1.591 -0.120 0.429
O 2.082 -1.066 -2.574
P 1.126 -0.091 -2.924
Cl -1.076 1.814 -1.454
Cl 1.761 1.987 -1.777
H -0.298 -0.234 0.425
*
```

Values from the calculation:
LUMO: -0.651 eV
Kohn-Sham gap: 8.9 eV

=====

Entry B
Formula: C2HCl2O2P
Source: the Open Molecules 2025 dataset
Level of theory: the ωB97M-V functional and the def2-TZVPD basis

```
! RIJCOSX wB97M-V def2-TZVPD def2/J DEFGRID3
* xyz 0 1
C -0.670 -0.039 -0.001
C 0.494 -0.237 -0.630
O 1.545 -0.108 -0.994
O -2.641 -1.585 -0.525
P -2.441 -0.282 -0.008
Cl 2.527 0.665 1.579
Cl -0.899 1.773 0.087
H 2.085 -0.186 0.492
*
```

Values from the calculation:
LUMO: -1.418 eV
Kohn-Sham gap: 8.9 eV

=====

Stability ranking, top and bottom: entry A is the most stable and entry B is the least stable.